The ion C10H13N2O2 with charge +1 in a non-equilibrium geometry, computed with the ωB97M-V functional and the def2-TZVPD basis.

Calculated values
Energy above the lowest of the compared OMol25 structures with the same formula, charge and spin ... 2.745 eV
E_HOMO ... -12.27 eV
Kohn-Sham gap ... 0.36599 Eh
M ... 193.23 g/mol

Structure (ORCA input):
```
! RIJCOSX wB97M-V def2-TZVPD def2/J DEFGRID3
* xyz 1 1
C 0.0576 3.0016 1.6488
C -1.5361 0.1814 -0.5381
C 2.5426 -2.2970 -0.5787
C 1.3143 2.3644 1.6749
C -0.6708 1.1978 0.1780
C 0.6363 0.7840 0.2701
C -0.9642 2.4426 0.8666
C -0.5895 -0.9724 -0.9983
C 2.0622 -1.1512 -0.1337
C -0.6886 -3.3594 -1.0076
N 1.5976 1.3308 0.9749
N -2.1705 3.0309 0.7053
O 0.8614 -0.3834 -0.4663
O -0.8464 -2.0876 -0.3598
H 0.0221 4.0640 2.0684
H -2.1211 0.4614 -1.4090
H 3.4221 -2.7039 -0.1513
H 2.1212 2.9270 2.1456
H -0.4068 -1.0476 -2.0742
H 2.7351 -0.4569 0.5455
H -0.5164 -3.2420 -2.0568
H -1.7304 -3.6707 -0.8966
H -0.0046 -4.1684 -0.4683
H 2.2009 -3.0946 -1.2718
H -2.3658 3.9629 1.2038
H -2.7271 3.0172 -0.1594
H -2.2350 -0.1310 0.2882
*
```

The molecule H3NO2S in a non-equilibrium geometry, computed with the ωB97M-V functional and the def2-TZVPD basis.

Calculated values
Energy above the lowest of the compared OMol25 structures with the same formula, charge and spin ... 2.872 eV
SMILES ... NOSO
E_HOMO ... -9.11 eV
Kohn-Sham gap ... 0.36133 Eh
M ... 81.10 g/mol

Structure (ORCA input):
```
! RIJCOSX wB97M-V def2-TZVPD def2/J DEFGRID3
* xyz 0 1
N -1.4305 0.0849 -0.0563
O -0.1480 0.6351 0.4831
S 1.1291 0.5508 -0.3592
O 1.6894 -0.9893 0.1121
H -1.0925 -0.3440 -0.8671
H -2.1026 0.8711 -0.2725
H 1.9553 -0.8086 0.9598
*
```

The molecule C5H3N3 in a non-equilibrium geometry, computed with the ωB97M-V functional and the def2-TZVPD basis.

Calculated values
Energy above the lowest of the compared OMol25 structures with the same formula, charge and spin ... 5.047 eV
SMILES ... C=N/C=C1N=C/1C#N
E_HOMO ... -9.06 eV
Kohn-Sham gap ... 0.29165 Eh
M ... 105.10 g/mol

Structure (ORCA input):
```
! RIJCOSX wB97M-V def2-TZVPD def2/J DEFGRID3
* xyz 0 1
C 0.4871 0.3827 0.5127
N -0.6841 -0.0740 0.5723
C -1.2953 -0.6862 -0.5787
C -0.7852 -0.2385 -1.6720
N -0.8738 0.2820 -2.9253
C -0.0696 0.9236 -2.1483
C 0.8503 1.9544 -1.8569
N 1.3679 2.9414 -1.6535
H 1.3661 0.1336 -0.2578
H 0.8391 1.0600 1.2606
H -1.7661 -1.7163 -0.3707
*
```

The molecule C2H4BrN in a non-equilibrium geometry, computed with the ωB97M-V functional and the def2-TZVPD basis.

Calculated values
Energy above the lowest of the compared OMol25 structures with the same formula, charge and spin ... 1.125 eV
SMILES ... C/C=N/Br
E_HOMO ... -9.69 eV
Kohn-Sham gap ... 0.37597 Eh
M ... 121.96 g/mol

Structure (ORCA input):
```
! RIJCOSX wB97M-V def2-TZVPD def2/J DEFGRID3
* xyz 0 1
C -1.0283 0.0011 -0.1883
C 0.3543 0.1460 0.2432
N 1.2608 -0.1611 -0.6050
Br 3.0970 -0.2257 -0.1418
H -1.3507 0.9853 -0.2239
H -1.5616 -0.4863 0.6383
H -1.2061 -0.6330 -1.0504
H 0.4346 0.3737 1.3278
*
```

A cluster of 2 separate species, C5H12O3 in total in a non-equilibrium geometry, computed with the ωB97M-V functional and the def2-TZVPD basis.

Calculated values
Energy above the lowest of the compared OMol25 structures with the same formula, charge and spin ... 0.514 eV
SMILES ... CC(C)C(=O)O.CO
E_HOMO ... -10.10 eV
Kohn-Sham gap ... 0.39905 Eh
M ... 120.15 g/mol

Structure (ORCA input):
```
! RIJCOSX wB97M-V def2-TZVPD def2/J DEFGRID3
* xyz 0 1
C 1.1912 -0.7550 2.0248
C 0.2870 -0.3017 0.8071
C -1.0697 0.2184 1.2497
C 1.1501 0.7717 0.2100
O 1.6604 0.7003 -0.8837
O 1.2189 1.8991 0.9440
H 2.1349 -1.1949 1.6885
H 1.3901 0.0576 2.7353
H 0.6529 -1.5169 2.5810
H 0.2128 -1.1346 0.1058
H -0.9598 1.0805 1.8943
H -1.6596 0.5020 0.3848
H -1.5998 -0.5612 1.7960
H 1.7356 2.5624 0.4630
C -1.2795 -0.6212 -2.8315
O -0.9201 0.5151 -2.0841
H -2.3623 -0.5922 -2.9580
H -1.0089 -1.5505 -2.3124
H -0.8123 -0.6170 -3.8219
H 0.0382 0.5382 -1.9929
*
```